Record 1
Formula: C8H17N
Source: the Open Molecules 2025 dataset
Level of theory: ωB97M-V/def2-TZVPD

The total energy is -10058.0600 eV. The frontier orbital gap is 0.293 hartree. The value obtained for the energy above the lowest of the compared OMol25 structures with the same formula, charge and spin is 3.460 eV. Its LUMO energy is 0.667 eV. As for the total charge: 0.

```
26
C8H17N ωB97M-V/def2-TZVPD
C 1.01 -1.14 0.49
C -2.12 1.10 0.68
C -0.18 0.86 -1.16
C 0.59 -0.64 1.83
C 2.40 -0.81 0.04
C 0.44 2.15 -0.66
C -1.71 0.35 -0.34
N 0.31 -2.12 -0.04
C -2.11 -0.93 -0.80
H -0.95 -1.76 -0.40
H 0.73 -2.54 -0.86
H -1.49 1.78 1.22
H -3.15 1.06 1.00
H 0.54 0.15 -1.55
H -0.77 1.08 -2.05
H -0.41 -0.98 2.08
H 1.31 -0.98 2.59
H 0.57 0.45 1.84
H 2.64 -1.25 -0.92
H 3.12 -1.18 0.78
H 2.54 0.27 -0.01
H -2.98 -1.36 -0.31
H -2.13 -1.06 -1.87
H 1.09 2.60 -1.42
H -0.32 2.88 -0.42
H 1.04 1.99 0.24
```

=====

Record 2
Formula: C8H17N
Source: the Open Molecules 2025 dataset
Level of theory: ωB97M-V/def2-TZVPD

The total energy is -10059.7474 eV. The frontier orbital gap is 0.324 hartree. The value obtained for the energy above the lowest of the compared OMol25 structures with the same formula, charge and spin is 1.773 eV. Its LUMO energy is 0.952 eV. As for the total charge: 0.

```
26
C8H17N ωB97M-V/def2-TZVPD
C -1.03 1.32 0.03
C -0.41 -0.75 1.30
C -2.31 1.56 0.80
C 0.14 2.19 0.42
C 2.01 -0.74 0.72
C 1.27 -2.05 -1.86
C 0.57 -1.11 0.43
N -1.04 0.86 -1.20
C 0.22 -1.51 -0.91
H -0.28 -0.31 -1.30
H -1.96 0.53 -1.48
H -1.43 -1.10 1.16
H -0.18 -0.38 2.29
H -0.72 -2.06 -0.96
H -2.68 2.57 0.61
H -3.09 0.85 0.52
H -2.14 1.47 1.87
H -0.10 3.24 0.21
H 0.36 2.09 1.48
H 1.02 1.92 -0.15
H 2.11 -0.31 1.71
H 2.40 -0.03 -0.01
H 2.64 -1.63 0.67
H 2.12 -1.39 -1.96
H 0.84 -2.20 -2.86
H 1.65 -3.02 -1.53
```

=====

Record 3
Formula: C8H17N2
Source: the Open Molecules 2025 dataset
Level of theory: ωB97M-V/def2-TZVPD

The total energy is -11542.2721 eV. The frontier orbital gap is 0.379 hartree. The value obtained for the energy above the lowest of the compared OMol25 structures with the same formula, charge and spin is 3.923 eV. Its LUMO energy is -3.244 eV. As for the total charge: +1.

```
27
C8H17N2 ωB97M-V/def2-TZVPD
C -1.53 0.44 -0.74
C 1.15 0.71 -0.77
C 0.20 -0.21 -0.16
C 0.95 0.66 0.76
C 0.29 1.91 1.47
C 1.79 -0.01 1.89
C -0.18 -2.20 -1.52
C -0.05 -1.73 -0.04
N -1.66 0.99 -1.94
N -2.38 0.46 0.25
H 2.07 0.42 -1.14
H 0.78 1.55 -1.17
H -0.32 1.47 2.14
H -0.17 2.49 0.64
H 1.07 2.56 2.08
H 1.05 -0.59 2.29
H 2.20 0.70 2.49
H 2.61 -0.55 1.32
H -0.91 -1.62 -2.10
H -0.50 -3.18 -1.43
H 0.74 -2.02 -2.11
H 0.82 -2.06 0.59
H -0.95 -2.02 0.57
H -1.15 0.65 -2.71
H -2.43 1.64 -2.08
H -2.24 0.11 1.17
H -3.25 0.94 0.38
```